Computed, not measured: 4 unconnected molecules or ions with the total composition C2H11NO4, with wB97M-V/def2-TZVPD.

Structure (XYZ):
```
18
Properties=species:S:1:pos:R:3:mulliken_charge:R:1
C 2.36569 -0.66843 -1.41615 -0.85
N 1.65361 0.10386 -0.38713 -0.21
C 1.20240 -0.50598 0.70767 -0.07
O 0.24135 -0.01397 1.31265 -0.59
H 3.37316 -0.89206 -1.06631 0.29
H 1.77270 -1.53700 -1.76675 0.32
H 2.48601 -0.10587 -2.33801 0.33
H 1.02718 0.89439 -0.53472 0.28
H 1.52089 -1.51817 0.98631 0.55
O -4.47792 1.73272 -2.10135 -0.64
H -3.76570 1.10462 -1.93765 0.33
H -5.20342 1.18195 -2.39457 0.31
O -3.01256 0.04315 0.03965 -0.62
H -2.94885 0.95376 0.36817 0.33
H -2.45122 -0.33661 0.73285 0.28
O 2.33495 0.16428 3.43891 -0.65
H 1.95736 0.02907 2.54942 0.29
H 1.92437 -0.62967 3.80701 0.32
```

Values from the calculation:
Energy: -11931.9925 eV
Max |F|: 2.73 eV Å⁻¹
HOMO level: -10.38 eV
Structure (SMILES): CNC=O.O.O.O



Computed, not measured: a molecular structure, C30H22Br2N5O5PtS, with wB97M-V/def2-TZVPD.

Structure (XYZ):
```
66
Properties=species:S:1:pos:R:3:mulliken_charge:R:1
Pt 0.77926 0.68268 -0.04048 2.44
Br -3.00610 2.71333 2.67769 -0.16
C -1.37152 2.01100 3.31280 -0.32
C -1.07469 1.98245 4.68512 -0.43
C 0.13698 1.51987 5.10068 -0.02
Br 0.51593 1.53732 6.95237 -0.21
C 1.10356 1.06003 4.17639 0.69
C 2.39271 0.61162 4.52916 -0.92
C 3.24454 0.20756 3.54484 -1.13
C 2.82919 0.23391 2.20981 0.60
N 1.64059 0.64319 1.83539 0.03
C 0.76464 1.06714 2.80923 0.00
C -0.48366 1.56184 2.36229 0.03
O -0.74401 1.63273 1.07231 -0.18
H -1.79412 2.33701 5.40940 0.47
H 2.70312 0.59446 5.56437 0.36
H 4.23968 -0.13971 3.78102 0.47
H 3.50046 -0.08464 1.43423 -0.06
C -2.38808 0.99871 -2.82279 -1.11
C -1.76406 0.74875 -4.04183 -0.70
C -0.41499 0.45182 -4.06538 -0.66
C 0.30404 0.42397 -2.87507 0.84
N -0.30590 0.75702 -1.72607 0.64
C -1.62181 1.00236 -1.68038 -0.42
C 1.68482 -0.01214 -2.69059 0.46
C 2.46637 -0.50328 -3.73218 -0.97
C 3.73906 -0.97977 -3.48415 -0.89
C 4.22284 -0.97085 -2.18656 -1.07
C 3.44925 -0.46431 -1.14714 -0.22
C 2.16610 0.00367 -1.36811 0.01
H -3.45363 1.16715 -2.75871 0.58
H -2.33950 0.75384 -4.95834 0.47
H 0.07842 0.21328 -4.99596 0.53
H -2.04293 1.18828 -0.69986 0.65
H 2.07788 -0.51418 -4.74275 0.36
H 4.34849 -1.35584 -4.29406 0.41
H 5.20973 -1.35937 -1.97247 0.44
H 3.89342 -0.46610 -0.16710 0.47
O -0.11964 -1.41550 2.35840 -0.54
C -0.41289 -1.76082 1.23633 0.39
O -0.37257 -1.03694 0.13392 -0.85
C -0.89756 -3.16881 0.98375 0.13
C -1.30362 -3.94004 2.06507 -0.40
C -1.74215 -5.23627 1.85547 -0.55
C -1.76276 -5.73377 0.56575 -0.03
C -1.35403 -4.98470 -0.52102 -0.55
C -0.91886 -3.68729 -0.30773 -0.43
N -2.24030 -7.11490 0.33979 1.01
O -2.58254 -7.75384 1.31213 -0.60
O -2.26086 -7.51699 -0.80562 -0.60
H -1.26771 -3.52103 3.06065 0.49
H -2.06293 -5.86478 2.67300 0.49
H -1.38055 -5.41759 -1.50993 0.49
H -0.59379 -3.07328 -1.13458 0.46
S 1.47388 3.07926 -0.30608 -0.41
C -0.02767 3.66972 -0.94720 0.09
N -0.25736 3.85689 -2.24198 0.06
C -1.56677 4.47005 -2.49005 -0.47
C -2.17133 4.52472 -1.06896 -0.52
N -1.05785 4.06406 -0.23625 0.09
H 0.45295 3.73496 -2.94369 0.25
H -2.14888 3.84961 -3.16775 0.27
H -1.45527 5.45961 -2.93041 0.38
H -3.02939 3.86246 -0.95473 0.30
H -2.47046 5.52857 -0.77641 0.40
H -1.15519 3.87182 0.75102 0.17
```

Values from the calculation:
Energy: -203315.8707 eV
Max |F|: 2.19 eV Å⁻¹
Net charge: +1
HOMO level: -10.47 eV



Computed, not measured: a molecular structure, C23H17ClN3O2V, with wB97M-V/def2-TZVPD.

Structure (XYZ):
```
47
Properties=species:S:1:pos:R:3:mulliken_charge:R:1
V 1.07259 0.27093 -0.01911 0.80
C -1.57077 3.34872 1.08732 -0.70
C -1.58967 4.16279 -0.11175 -0.35
C -0.81679 3.81450 -1.15905 -0.95
C 0.02060 2.65390 -1.09650 0.38
N 0.03715 1.86904 0.08909 0.32
C -0.78007 2.26116 1.12913 -0.25
C 0.84791 2.18659 -2.07541 0.67
C 1.02470 2.73258 -3.39033 -1.03
C 1.86194 2.14677 -4.26995 -0.32
C 2.58452 0.95363 -3.88336 -0.79
C 2.39740 0.45347 -2.64541 -0.17
N 1.56585 1.02253 -1.70839 0.07
H -2.18046 3.59779 1.94741 0.37
H -2.21814 5.04457 -0.16557 0.40
H -0.81914 4.41245 -2.06283 0.26
H -0.75301 1.63571 2.01341 0.30
H 0.47063 3.62150 -3.67008 0.26
H 1.98851 2.56153 -5.26289 0.40
H 3.25368 0.45294 -4.57183 0.36
H 2.90302 -0.45259 -2.33393 0.36
Cl -0.67557 -4.19071 5.64970 -0.25
C 0.26759 -3.02620 4.75548 0.51
C 1.61135 -2.87097 5.05090 -0.64
C 2.35727 -1.95381 4.32729 -0.42
C 1.78078 -1.20649 3.30968 0.24
C 0.42980 -1.37335 3.03868 0.36
C -0.33723 -2.27986 3.76175 -1.17
C 2.68174 -0.26138 2.54638 0.06
O 3.76882 -0.00103 3.00111 -0.65
O 2.22550 0.24051 1.41939 -0.55
H 2.06318 -3.46377 5.83543 0.41
H 3.40630 -1.79859 4.54547 0.45
H -0.04835 -0.80750 2.25282 0.38
H -1.39024 -2.40473 3.54757 0.43
N -0.03664 -0.85095 -0.55455 -0.47
C -1.15383 -1.40444 -1.15016 0.00
C -1.57013 -2.70643 -0.85299 -0.37
C -2.70588 -3.24632 -1.44167 -0.45
C -3.45977 -2.50642 -2.34402 -0.38
C -3.05073 -1.21387 -2.65802 -0.64
C -1.91612 -0.66959 -2.07555 0.00
H -0.98075 -3.28191 -0.14828 0.39
H -3.00601 -4.25891 -1.19231 0.34
H -4.35052 -2.92776 -2.79465 0.35
H -3.62580 -0.62220 -3.36167 0.35
H -1.58519 0.33615 -2.30772 0.34
```

Values from the calculation:
Spin multiplicity: 2
Energy: -70905.1904 eV
Max |F|: 1.95 eV Å⁻¹
Expectation value of S²: 0.796
Net charge: -1
HOMO level (alpha / beta): -2.40 / -2.40 eV



Computed, not measured: a gas-phase ion, C3H9IN3 (charge +1), with wB97M-V/def2-TZVPD.

Structure (XYZ):
```
16
Properties=species:S:1:pos:R:3:mulliken_charge:R:1
N 1.19990 -0.92001 0.79511 -0.51
C 0.66547 -0.24767 -0.50006 0.20
C 0.46220 1.31854 -0.20298 -0.77
N -1.00975 1.44269 0.08436 -0.18
N -1.70601 0.41743 -0.65114 -0.52
I -3.43531 -0.31811 0.27412 0.21
C -0.63668 -0.84547 -0.77581 -0.93
H 0.50480 -0.43883 1.46960 0.40
H 2.16079 -0.56543 1.04939 0.36
H 0.97839 -1.96920 0.95364 0.36
H 1.40876 -0.32942 -1.25286 0.48
H 1.13102 1.63541 0.61135 0.36
H 0.77767 1.93759 -1.04073 0.33
H -1.18115 1.66542 1.12267 0.36
H -0.61416 -1.11258 -1.78280 0.33
H -0.70594 -1.67035 -0.15387 0.52
```

Values from the calculation:
Energy: -15817.7097 eV
Max |F|: 3.73 eV Å⁻¹
Net charge: +1
HOMO level: -12.15 eV
Structure (SMILES): [NH3+][C@@H]1CNN(I)C1



Computed, not measured: a gas-phase ion, C7H14N3 (charge +1), with wB97M-V/def2-TZVPD.

Structure (XYZ):
```
24
Properties=species:S:1:pos:R:3:mulliken_charge:R:1
C 3.70134 0.33700 -1.29714 -0.31
C 2.34632 -1.00728 0.47311 -0.57
C 3.48321 1.24807 -0.25134 -0.56
C -4.22798 -0.03832 -0.78273 -1.10
C -3.60975 0.68014 0.43669 -0.58
C -2.31429 -0.01713 0.80704 0.25
C 0.03626 -0.46501 0.71272 -0.21
N 3.51737 -0.18080 0.06285 0.07
N 1.12297 -0.22029 0.10473 -0.28
N -1.12131 0.18260 0.35621 -0.03
H 4.72357 0.06897 -1.63546 0.25
H 2.36968 -2.01030 -0.00595 0.33
H 2.39773 -1.08499 1.58647 0.41
H 4.29512 1.93394 0.07563 0.13
H -5.05154 0.55876 -1.12632 0.34
H -3.40530 0.26204 -1.58562 0.26
H -4.38138 -0.98832 -0.59629 0.44
H -4.41383 0.47332 1.11700 0.28
H -3.43571 1.75930 0.25968 0.36
H 3.01626 -0.00032 -1.97644 0.19
H -2.27674 -0.74479 1.61845 0.36
H -0.09238 -1.24221 1.41790 0.31
H -0.98254 0.96019 -0.30132 0.36
H 4.30293 -0.46454 0.53012 0.28
```

Values from the calculation:
Energy: -11943.5892 eV
Max |F|: 8.61 eV Å⁻¹
Net charge: +1
HOMO level (alpha / beta): -9.48 / -9.49 eV



Computed, not measured: 2 unconnected molecules or ions with the total composition C4H12N2O, with wB97M-V/def2-TZVPD.

Structure (XYZ):
```
19
Properties=species:S:1:pos:R:3:mulliken_charge:R:1
C -2.02244 -0.30839 1.14352 -0.93
C -1.25183 -0.66267 0.00152 0.52
N -1.66300 -0.12706 -1.25934 -0.50
C -0.04179 -1.43968 0.05835 -0.79
C 1.08487 -0.73144 -0.73420 -0.61
N 1.20999 0.67948 -0.33268 -0.69
H -2.84793 0.40393 0.95508 0.24
H -1.69089 -0.49725 2.26220 0.24
H -1.46971 -0.89108 -1.93978 0.25
H -2.66852 0.13620 -1.13444 0.25
H -0.23077 -2.24675 -0.66035 0.29
H 0.34313 -1.81600 0.94319 0.41
H 0.74179 -0.72151 -1.84302 0.21
H 2.06650 -1.09474 -0.76530 0.47
H 0.23397 1.03125 0.00322 0.40
H 1.28534 1.22801 -1.31815 0.25
O 2.54594 2.25077 1.80450 -0.73
H 2.40454 3.19526 1.49011 0.30
H 1.97082 1.61169 1.32557 0.40
```

Values from the calculation:
Energy: -9368.2845 eV
Max |F|: 6.34 eV Å⁻¹
HOMO level: -8.60 eV
Structure (SMILES): C=C(N)CCN.O



Computed, not measured: a molecular structure, C32H34HfN5O4S4, with wB97M-V/def2-TZVPD.

Structure (XYZ):
```
80
Properties=species:S:1:pos:R:3:mulliken_charge:R:1
Hf -0.36420 0.81651 0.42337 -0.71
C -4.68380 0.64665 -3.03481 -0.62
C -3.41162 0.16198 -3.29506 -1.11
C -2.58409 -0.23168 -2.25083 -0.02
C -3.02601 -0.15092 -0.93705 0.03
C -4.29476 0.35737 -0.67604 -0.44
C -5.11844 0.74699 -1.71943 -0.83
N -2.12192 -0.48442 0.13723 0.92
C -2.55385 -1.05211 1.26891 1.06
C -3.77507 -1.79042 1.39052 -1.18
C -4.12809 -2.33936 2.57700 -0.65
C -3.32203 -2.20892 3.75575 -0.75
C -2.14518 -1.55160 3.69144 -0.83
C -1.72861 -0.97184 2.45482 0.57
N -0.57304 -0.26559 2.32920 2.04
N 0.21332 -0.12062 3.32391 -1.59
C 1.31767 0.68609 3.00988 -0.15
C 2.28173 0.88185 3.98989 -0.80
C 3.37372 1.66664 3.68986 -0.79
C 3.48252 2.24641 2.42584 -0.92
C 2.48663 2.01560 1.51286 -0.50
N 1.41707 1.24491 1.79165 1.70
H -5.32851 0.95486 -3.84662 0.42
H -3.05290 0.08799 -4.31330 0.49
H -1.59162 -0.60559 -2.46396 0.33
H -4.62706 0.48682 0.34604 0.56
H -6.10059 1.14436 -1.49935 0.41
H -4.39264 -1.92652 0.51519 0.60
H -5.04803 -2.90789 2.63506 0.45
H -3.65409 -2.65673 4.68172 0.44
H -1.49665 -1.45652 4.55010 0.49
H 2.14902 0.40463 4.95011 0.64
H 4.14462 1.82964 4.43196 0.52
H 4.32539 2.86430 2.15411 0.56
H 2.51471 2.44944 0.52300 0.34
C 3.57711 -1.64981 -2.95740 -0.56
C 4.30534 -1.47216 -1.62619 -0.93
S 3.36364 -0.59468 -0.35575 0.12
C 3.00183 -1.87281 0.86814 -0.49
C 1.97481 -2.91198 0.44777 -1.03
S 0.32031 -2.23701 0.13252 0.57
C 0.00575 -2.80612 -1.55770 -1.13
C 0.79469 -2.18618 -2.70979 0.30
S 2.38336 -3.00257 -3.03858 -0.18
H 4.31481 -1.88959 -3.72504 0.47
H 3.08708 -0.72548 -3.26527 0.24
H 5.21022 -0.88369 -1.78467 0.48
H 4.61592 -2.43769 -1.22365 0.38
H 2.67832 -1.32533 1.75782 -0.14
H 3.93085 -2.38008 1.13485 0.72
H 1.85831 -3.67350 1.22018 0.57
H 2.29933 -3.39224 -0.47411 0.35
H -1.06346 -2.63117 -1.69335 0.44
H 0.14520 -3.88729 -1.52866 0.65
H 0.98066 -1.13252 -2.53912 -0.80
H 0.19827 -2.28057 -3.61827 0.62
C 0.78470 4.51161 6.35629 -1.47
C 0.23853 4.23692 4.98295 0.99
C 0.84530 4.80478 3.86124 -0.93
C 0.38005 4.53705 2.59000 -0.56
C -0.70826 3.68280 2.44146 0.45
C -1.34494 3.11028 3.53669 -0.23
C -0.85995 3.39936 4.80220 -0.93
S -1.28342 3.36636 0.83541 1.04
O -2.02106 2.03145 0.94970 -0.47
O -2.05518 4.44384 0.31769 -0.72
N -0.00262 2.93630 0.00384 -0.27
C -0.09340 3.09390 -1.49640 -0.91
C 0.46574 1.84131 -2.17248 0.54
O 0.97692 1.85560 -3.24689 -0.60
O 0.29774 0.71336 -1.42997 0.09
H 1.27368 5.48350 6.40133 0.40
H 1.52587 3.75727 6.63046 0.26
H -0.00263 4.48364 7.10811 0.40
H 1.69189 5.46859 3.98950 0.41
H 0.85660 4.97606 1.72270 0.49
H -2.19456 2.45323 3.40639 0.52
H -1.34679 2.96330 5.66590 0.41
H 0.46932 3.95654 -1.84133 0.39
H -1.12544 3.21924 -1.83717 0.38
```

Values from the calculation:
Energy: -94022.6989 eV
Max |F|: 1.74 eV Å⁻¹
Net charge: +1
HOMO level (alpha / beta): -10.34 / -10.34 eV